Molecular formula: C35H50N3O23PS
Method: DFT, ωB97M-V/def2-TZVPD

```
113
Properties=species:S:1:pos:R:3:forces:R:3:mulliken_charge:R:1
C 1.707200 -2.246199 6.323915 -1.93 -0.17 -3.10 -0.74
C 0.879826 -2.554367 5.126511 1.84 0.19 2.71 -0.41
C 0.274416 -1.417546 4.068782 1.10 -0.72 0.17 1.39
C 0.516374 -2.086413 2.554739 0.26 -0.99 -8.69 -0.37
N 0.616434 -2.387675 1.281926 -0.92 2.68 11.97 -0.59
C 1.214060 -0.084592 4.238761 0.90 -0.66 -0.75 -1.01
C 1.036112 1.052989 3.077866 0.65 0.69 0.18 -0.38
C 0.140378 2.357919 3.484007 0.04 1.45 -2.61 -0.43
O -0.005682 2.611341 4.922495 1.57 3.00 0.01 -0.18
C 0.415043 3.966556 5.307310 -1.55 4.75 -1.25 0.50
C 1.507295 4.049703 6.571486 -0.73 -1.73 0.21 -0.91
O -0.043115 5.115688 4.757747 2.72 -7.87 3.05 -0.56
C -1.336087 -1.165432 4.219555 -0.84 -1.66 -2.72 0.97
C -1.957012 -0.532857 2.801292 -2.84 5.81 -5.34 -0.12
N -2.437458 0.190515 1.835116 4.36 -6.50 8.66 -0.72
C -2.079466 -2.657195 4.362634 0.28 0.57 1.81 -0.49
S -3.772399 -2.730568 3.566844 0.25 0.07 0.15 -0.20
C -4.926714 -1.403332 4.208160 -0.83 1.18 0.59 0.23
C -5.758783 -1.797502 5.565318 -0.87 1.07 0.26 -0.69
P -1.862768 -0.180118 5.773905 0.40 -0.01 1.99 0.79
N -0.845464 -0.286856 7.027769 -1.40 -0.12 -0.84 -0.73
H 1.636643 -1.191824 6.852752 0.35 -2.25 -1.56 0.19
H 2.505180 -2.994805 6.755460 -2.32 1.19 -0.81 0.26
H 0.646871 -3.682536 4.837015 1.06 2.61 0.45 0.22
H 2.341209 -0.470013 4.150348 -2.61 0.71 0.21 0.47
H 1.098197 0.291335 5.340334 -0.09 -0.48 -2.21 0.21
H 2.132288 1.459027 2.835433 -2.39 -0.92 0.62 0.35
H 0.620734 0.654280 2.048069 0.73 0.53 2.26 0.24
H -0.916033 2.362683 2.927893 2.17 -0.30 1.56 0.13
H 0.710564 3.306615 3.036040 -1.34 -2.09 0.84 0.45
H 2.528160 4.491216 6.208147 -2.24 -0.60 0.60 0.31
H 1.707737 2.936051 6.951718 -0.44 2.42 -1.00 0.23
H 1.051863 4.612364 7.515149 0.96 -0.89 -2.45 0.30
H -2.161885 -2.852331 5.533651 0.27 0.29 -2.43 0.36
H -1.438683 -3.531763 3.922690 -1.37 1.84 0.51 0.33
H -4.351305 -0.363454 4.314900 -1.37 -2.43 -0.19 -0.42
H -5.746642 -1.220540 3.360092 2.08 -0.63 1.61 0.40
H -5.127751 -1.622535 6.560881 -1.26 -0.70 -2.20 0.18
H -6.271599 -2.855880 5.528595 1.51 1.95 0.00 0.29
H -6.656228 -1.014285 5.642144 2.08 -1.93 -0.15 0.24
H -3.136332 -0.744690 6.242807 0.83 0.58 -1.20 -0.14
H -2.141632 1.171603 5.333497 0.35 -1.21 -0.11 -0.04
H -1.377592 -0.732372 7.808762 0.75 0.38 -0.86 0.26
C 2.474477 -5.325874 1.082069 -0.82 0.86 -0.49 0.11
C 3.771185 -5.526555 0.367038 0.28 0.48 -1.24 -0.11
O 4.645005 -5.958292 1.392785 -0.39 -0.56 1.10 -0.35
C 3.866942 -6.499515 2.375308 0.85 -1.12 1.69 0.64
O 4.298706 -7.121504 3.331548 -0.91 1.29 -1.95 -0.58
O 2.543415 -6.254799 2.147571 0.98 -0.58 0.48 -0.37
H 1.610802 -5.531512 0.443776 0.09 -0.01 0.26 0.36
H 2.377855 -4.317512 1.497947 0.03 -0.13 -0.16 -0.10
H 3.710292 -6.307872 -0.397902 -0.02 -0.03 0.09 0.24
H 4.139042 -4.605763 -0.093917 -0.02 -0.30 0.26 0.15
C 3.142292 0.489457 -1.735517 0.08 0.69 -0.34 0.18
C 4.350553 0.486101 -0.856264 0.83 0.94 0.02 -0.07
O 4.200441 -0.701259 -0.101441 -0.78 -1.13 -0.19 -0.35
C 3.400487 -1.535176 -0.828292 -0.37 -1.75 0.40 0.56
O 3.200546 -2.707382 -0.556924 0.44 2.35 -0.61 -0.68
O 2.854679 -0.886667 -1.898340 0.46 -1.10 0.89 -0.17
H 3.332405 0.962829 -2.702686 0.08 -0.66 0.74 -0.08
H 2.282795 0.976742 -1.263392 0.10 -0.08 -0.13 0.20
H 5.283081 0.426689 -1.427368 -0.21 0.02 0.19 0.09
H 4.390441 1.360221 -0.200534 0.01 -0.26 0.04 0.32
C -3.842572 3.568475 4.949736 1.10 0.71 -0.40 -0.15
C -5.091758 4.254010 5.399812 -0.09 1.15 0.23 -0.44
O -6.082052 3.253738 5.255282 0.31 -1.17 -0.06 -0.35
C -5.440717 2.049753 5.307893 -1.36 -1.77 0.15 0.32
O -6.005410 0.971407 5.385194 1.30 2.90 -0.12 -0.44
O -4.085795 2.210098 5.263747 -1.22 -0.39 0.19 -0.04
H -2.955019 3.934430 5.473154 -0.07 -0.23 -0.10 0.17
H -3.681782 3.658420 3.870320 -0.01 -0.03 0.10 0.25
H -5.046509 4.557711 6.451009 0.00 -0.04 -0.09 0.28
H -5.330667 5.127800 4.787380 -0.11 -0.23 0.10 0.33
C 1.199916 1.397044 -6.438860 0.03 -0.35 -1.29 -0.24
C 0.083155 0.922476 -5.566724 -1.02 -0.65 -0.48 0.23
O 0.641454 0.971634 -4.267493 1.16 0.85 0.41 -0.34
C 1.659685 1.880087 -4.307161 0.52 0.78 1.45 0.69
O 2.249183 2.297244 -3.324228 -1.68 0.07 -2.67 -0.64
O 1.931197 2.261234 -5.589535 0.09 0.06 1.28 -0.34
H 0.840145 1.933658 -7.321045 0.17 0.03 0.20 0.34
H 1.854805 0.580740 -6.761118 -0.15 0.03 0.03 0.20
H -0.786955 1.586461 -5.603193 0.08 -0.02 -0.01 -0.01
H -0.234864 -0.094051 -5.814103 0.13 0.27 0.24 0.18
C -1.832259 -3.281303 -8.579132 -0.71 -0.91 -0.25 -0.36
C -2.273832 -1.956986 -8.046037 -1.29 0.41 -0.13 -0.28
O -1.105243 -1.447169 -7.432359 1.04 -0.39 -0.24 -0.27
C -0.042832 -2.063278 -8.028471 2.13 0.39 0.12 0.61
O 1.121803 -1.740608 -7.863571 -2.45 -0.56 -0.27 -0.53
O -0.453766 -3.086310 -8.833464 0.64 0.92 0.56 -0.33
H -2.360193 -3.558223 -9.495778 0.26 0.03 0.10 0.32
H -1.945936 -4.086410 -7.845672 0.04 0.07 -0.06 0.25
H -2.585282 -1.269595 -8.839630 0.05 -0.03 0.12 0.21
H -3.084739 -2.050699 -7.318503 0.25 0.13 -0.01 0.33
C -3.248063 3.807715 -6.747087 0.47 0.95 0.56 -0.26
C -4.668342 3.357538 -6.632464 -0.80 0.40 0.78 -0.36
O -4.850929 2.559513 -7.786558 0.91 -0.43 -0.55 -0.31
C -3.614657 2.122807 -8.166789 0.25 -1.66 -1.71 0.65
O -3.416223 1.276730 -9.022629 -0.38 1.78 1.92 -0.57
O -2.630158 2.755443 -7.463933 -0.49 -0.70 -0.55 -0.30
H -2.773916 3.942600 -5.771060 0.06 -0.11 -0.23 0.29
H -3.148017 4.733916 -7.322611 -0.01 -0.10 0.04 0.27
H -4.840904 2.740157 -5.744567 0.03 0.05 -0.08 0.27
H -5.371071 4.195258 -6.624917 0.03 -0.25 -0.13 0.31
C 6.299916 0.871588 -5.833795 0.11 -0.13 -1.12 -0.46
C 5.183155 0.397020 -4.961659 -1.06 -0.55 -0.41 -0.11
O 5.741454 0.446178 -3.662428 0.84 0.52 0.06 -0.23
C 6.759685 1.354632 -3.702096 1.35 1.00 1.94 0.60
O 7.349183 1.771788 -2.719163 -1.40 -0.98 -2.18 -0.56
O 7.031197 1.735778 -4.984470 -0.12 -0.09 1.05 -0.35
H 5.940145 1.408202 -6.715980 0.18 0.04 0.20 0.34
H 6.954805 0.055284 -6.156053 -0.06 0.06 0.04 0.27
H 4.313045 1.061006 -4.998128 0.10 0.01 0.00 0.05
H 4.865136 -0.619507 -5.209038 0.06 0.12 0.23 0.37
```
Positions in Å, forces in eV/Å.

Calculated values
- Multiplicity: 1
- Max |F|: 12.30 eV/A
- Total energy: -108779.9573 eV
- Kohn-Sham gap: 8.807 eV
- HOMO level: -8.70 eV
- Net charge: 0
- Structure (SMILES): C=C[C@](C#N)(CCCOC(C)=O)[C@@](C#N)(CSCC)[PH2]=N.O=C1OCCO1.O=C1OCCO1.O=C1OCCO1.O=C1OCCO1.O=C1OCCO1.O=C1OCCO1.O=C1OCCO1

***

Molecular formula: C35H52As3N2O2PtS2
Method: DFT, ωB97M-V/def2-TZVPD

```
97
Properties=species:S:1:pos:R:3:forces:R:3:mulliken_charge:R:1
Pt 0.058687 0.287151 -1.225244 -0.04 -0.04 -0.61 3.01
C 5.613080 -1.398541 -1.225125 0.05 -0.07 0.02 -0.76
C 5.284115 -0.013003 -0.698084 -0.06 0.12 0.11 -1.08
N 4.325901 -0.017909 0.414019 0.10 -0.15 -0.06 0.31
C 4.884363 -0.119260 1.773334 0.03 0.10 -0.09 -0.80
C 4.803765 -1.521073 2.352911 -0.02 -0.05 0.07 -0.71
C 3.001463 -0.004801 0.227073 -0.07 0.23 0.33 0.29
S 2.428647 -0.031327 -1.399400 0.02 -0.03 -0.03 -0.64
N 2.302110 0.091105 1.388730 0.10 -0.09 -0.31 0.58
C 1.024679 -0.118510 1.581271 -0.22 -0.16 -0.09 -1.69
O 0.117541 -0.459360 0.744530 0.02 -0.02 0.59 -1.18
C 0.543467 0.041989 2.989507 0.07 -0.04 -0.01 0.98
C -0.823484 0.033659 3.257549 0.02 -0.01 0.00 0.09
C -1.284113 0.194135 4.554516 0.00 0.00 -0.01 -0.98
C -0.379035 0.353067 5.595256 0.00 -0.01 0.02 -0.56
C 0.985049 0.350503 5.336663 0.01 0.00 -0.03 -0.85
C 1.445496 0.197219 4.038751 0.00 0.03 0.01 -0.25
H 6.283832 -1.321880 -2.081486 -0.01 0.01 0.01 0.42
H 4.705177 -1.905440 -1.544717 -0.05 -0.05 -0.04 0.15
H 6.105151 -2.007593 -0.466277 0.00 0.01 0.00 0.26
H 4.881160 0.612462 -1.492446 -0.04 -0.02 -0.02 0.45
H 6.181213 0.480620 -0.324983 0.02 -0.02 -0.03 0.47
H 4.357472 0.587018 2.410679 0.01 -0.01 0.00 0.36
H 5.920105 0.208994 1.697057 0.01 -0.04 0.04 0.44
H 3.769848 -1.864633 2.390988 0.00 0.03 0.00 -0.03
H 5.203428 -1.522768 3.368285 0.00 0.00 0.00 0.40
H 5.380123 -2.235504 1.765518 0.00 0.01 -0.03 0.34
H -1.514519 -0.108249 2.438656 -0.02 -0.01 0.00 0.07
H -2.347414 0.190728 4.755765 0.00 0.00 0.00 0.47
H -0.735537 0.473712 6.609760 -0.01 0.01 0.00 0.42
H 1.691699 0.468316 6.147354 -0.01 0.00 0.01 0.47
H 2.504436 0.195728 3.822269 0.00 -0.01 0.01 0.30
C -3.254217 -1.254178 -0.459203 -0.12 0.00 0.00 -1.25
As -2.429605 0.301979 -1.260437 0.30 0.03 0.09 0.54
C -3.551477 0.545657 -2.817282 -0.06 -0.01 -0.06 -1.28
C -3.035136 1.606914 0.057637 -0.08 -0.02 0.04 -1.49
C -2.759814 3.118138 -0.072218 -0.01 0.04 0.05 2.51
C -3.631992 3.773775 1.012831 -0.03 -0.01 0.03 -2.30
C -1.305366 3.471415 0.278590 -0.02 0.08 0.07 -2.07
As 0.177561 2.689482 -0.716647 -0.03 -0.05 0.16 0.45
C 1.640690 3.164385 0.450481 0.01 0.13 0.04 -1.09
C 0.518129 3.816215 -2.244716 0.08 0.10 -0.02 -1.31
C -3.163343 3.620133 -1.466655 0.00 -0.05 -0.07 -1.43
As -3.681790 5.523529 -1.672480 -0.07 0.08 0.05 0.24
C -4.320976 5.296769 -3.508892 0.01 0.01 0.00 -1.19
C -1.960897 6.327693 -2.152144 0.04 0.00 -0.01 -1.05
H -4.310785 -1.050567 -0.283343 -0.01 -0.02 0.00 0.60
H -2.752387 -1.477501 0.480484 -0.04 0.01 -0.02 0.25
H -3.155509 -2.108361 -1.128066 -0.03 0.01 0.01 0.38
H -4.569848 0.764061 -2.495961 -0.01 -0.01 -0.05 0.40
H -3.541936 -0.385176 -3.382756 0.01 0.01 -0.01 0.49
H -3.180467 1.349930 -3.446553 0.00 0.01 0.00 0.32
H -2.601030 1.242556 0.994420 0.00 0.01 0.01 -0.10
H -4.116667 1.457034 0.137992 0.01 0.03 -0.02 0.85
H -3.473807 3.274557 1.971571 0.00 0.02 0.00 0.50
H -4.691813 3.700727 0.760410 0.00 -0.03 -0.01 0.47
H -3.400355 4.831333 1.140442 0.02 0.01 -0.03 0.57
H -1.106911 3.156650 1.309072 -0.01 0.01 0.00 0.66
H -1.166940 4.556471 0.255486 -0.04 0.00 -0.01 0.66
H 1.582958 4.223503 0.701983 0.05 0.01 -0.01 0.61
H 2.576109 2.951087 -0.064691 0.01 0.02 0.02 0.34
H 1.591636 2.562001 1.356013 0.01 0.07 -0.01 0.12
H 0.591457 4.856639 -1.930953 0.00 0.00 -0.06 0.45
H -0.264540 3.707544 -2.991113 0.01 0.00 -0.01 0.31
H 1.466709 3.493286 -2.672669 -0.01 0.01 -0.03 0.49
H -4.073878 3.096918 -1.774679 -0.01 0.00 0.03 0.70
H -2.403080 3.378004 -2.218018 0.01 -0.04 0.03 0.08
H -5.284237 4.788682 -3.502006 0.00 0.00 -0.02 0.36
H -3.610267 4.725104 -4.107435 0.00 0.00 -0.01 0.32
H -4.453748 6.280041 -3.957891 -0.01 -0.01 -0.02 0.41
H -1.294198 6.355370 -1.290768 0.01 0.01 -0.01 0.24
H -2.152061 7.355848 -2.457821 0.01 0.00 -0.01 0.49
H -1.482818 5.797646 -2.975790 0.00 0.01 0.02 0.25
O 0.011734 -2.136424 -1.732183 -0.21 -0.39 0.17 -0.79
S -0.516104 -2.998107 -0.598067 0.10 0.53 -0.14 1.16
C -1.134453 -4.466253 -1.386497 0.09 -0.19 0.03 0.29
C -1.210842 -4.515564 -2.766525 -0.02 -0.10 0.01 -0.30
C -1.761665 -5.646180 -3.360701 0.03 0.05 -0.04 -0.72
C -2.221940 -6.693661 -2.580374 -0.01 -0.04 0.03 -0.48
C -2.139476 -6.625457 -1.193432 0.01 0.02 0.01 -0.75
C -1.596881 -5.505815 -0.587624 -0.05 -0.01 -0.08 -0.49
C 0.881767 -3.647979 0.277221 0.11 -0.07 -0.03 0.05
C 0.751402 -3.839793 1.643989 0.05 0.01 0.00 -0.16
C 1.821898 -4.368144 2.354985 -0.04 0.02 0.00 -0.75
C 2.999098 -4.680207 1.693517 0.02 -0.02 0.00 -0.60
C 3.121319 -4.458276 0.325767 0.03 0.05 -0.06 -0.66
C 2.062209 -3.931122 -0.395313 0.00 -0.06 0.09 -0.45
H -0.833328 -3.690588 -3.354517 0.00 0.03 0.01 0.48
H -1.824893 -5.705404 -4.439069 0.00 0.00 0.00 0.41
H -2.646739 -7.570816 -3.049615 0.00 0.00 -0.01 0.40
H -2.497874 -7.443736 -0.583676 0.00 -0.01 -0.01 0.41
H -1.528584 -5.446777 0.491914 0.01 0.01 0.01 0.40
H -0.168315 -3.571047 2.150204 -0.01 0.01 -0.01 0.44
H 1.734971 -4.527393 3.421507 0.00 0.00 0.00 0.43
H 3.832551 -5.093414 2.246953 0.00 0.00 -0.01 0.45
H 4.046475 -4.701495 -0.179541 0.02 0.00 -0.01 0.45
H 2.136383 -3.738240 -1.457859 0.00 0.00 -0.02 0.53
```
Positions in Å, forces in eV/Å.

Calculated values
- Multiplicity: 3
- Max |F|: 0.62 eV/A
- Total energy: -251641.6421 eV
- Kohn-Sham gap (alpha / beta): 6.483 / 7.258 eV
- HOMO level (alpha / beta): -8.72 / -10.81 eV
- Net charge: +1
- ⟨S²⟩: 2.006